[1]
A 5-piece molecular cluster, C21H55N8O5 overall in a non-equilibrium geometry. Source: the OMol25 dataset; level of theory: ωB97M-V/def2-TZVPD.

Values from the calculation:
Gap between HOMO and LUMO: 7.513 eV
Lowest unoccupied orbital energy: -3.469 eV
Energy: -1646.8902 Eh

Geometry as ORCA input:
```
! RIJCOSX wB97M-V def2-TZVPD def2/J DEFGRID3
* xyz 1 1
N 1.2583 -2.5194 -1.2432
C 0.5742 -1.4582 -0.7037
N -0.8844 -1.3905 -1.0984
C -1.3742 -0.1285 -0.4234
C -2.9125 0.4191 -0.5890
C -3.9134 -0.5835 -1.4252
C -5.2861 -0.9814 -0.5702
O -5.3943 -2.4627 -0.5265
N -0.1871 0.4406 0.3676
N 0.9878 -0.3301 0.2155
H 2.0693 -3.0216 -0.8204
H 0.8690 -2.9154 -2.1510
H -3.4285 0.6072 0.4575
H -2.9053 1.4779 -1.1367
H -3.4346 -1.6016 -1.7472
H -4.2767 -0.0492 -2.4221
H -6.2176 -0.5914 -1.1741
H -5.2535 -0.5849 0.5435
H -4.9678 -2.7736 0.3357
H -0.2660 1.3394 0.9305
H 1.9402 -0.1792 0.6159
C 2.5024 2.8359 -4.7420
C 2.2246 1.7415 -3.7146
C 2.0923 0.3324 -4.3383
O 0.8361 0.0920 -4.9796
C 0.7581 0.5701 -6.3139
N 1.0290 2.1043 -2.9411
H 1.6203 3.0921 -5.3347
H 2.8249 3.7555 -4.2394
H 3.3010 2.5363 -5.4276
H 3.0824 1.7179 -3.0305
H 2.1514 -0.4014 -3.5249
H 2.9255 0.1102 -5.0157
H 1.7113 0.4799 -6.8422
H 0.4134 1.6059 -6.3199
H 0.0113 -0.0276 -6.8448
H 0.8985 1.4148 -2.1999
H 0.2183 1.9587 -3.5499
C -1.9617 -2.0300 5.6292
C -1.1293 -1.4337 4.4971
C -1.8532 -0.3005 3.7330
O -2.8419 -0.7588 2.8059
C -4.1092 -1.0283 3.3859
N -0.7098 -2.5130 3.5923
H -2.7650 -2.6769 5.2669
H -1.3301 -2.6439 6.2822
H -2.4070 -1.2426 6.2450
H -0.2308 -0.9992 4.9535
H -1.1056 0.2268 3.1275
H -2.2758 0.4437 4.4186
H -4.3464 -0.3387 4.2008
H -4.1478 -2.0618 3.7353
H -4.8691 -0.9165 2.6069
H -0.0828 -2.1227 2.8878
H -1.5336 -2.7929 3.0519
C -2.0127 6.0038 -1.1145
C -0.7202 5.1922 -1.1476
C 0.2795 5.5830 -0.0343
O 0.9972 6.7938 -0.2909
C 0.3004 7.9764 0.0713
N -0.1159 5.3097 -2.4819
H -1.8792 7.0253 -1.4804
H -2.7718 5.5352 -1.7520
H -2.4184 6.0536 -0.0994
H -0.9961 4.1422 -0.9866
H 1.0424 4.7966 0.0230
H -0.2037 5.6164 0.9496
H -0.3120 7.8380 0.9666
H -0.3139 8.3185 -0.7638
H 1.0399 8.7561 0.2761
H 0.6993 4.6970 -2.5258
H 0.2860 6.2493 -2.5510
C 2.3292 -4.1963 2.5454
C 2.7453 -4.8660 1.2383
C 3.3327 -6.2833 1.4338
O 4.6831 -6.2970 1.9064
C 4.8128 -6.1681 3.3142
N 3.6832 -3.9859 0.5275
H 3.1836 -3.8496 3.1327
H 1.7074 -3.3167 2.3403
H 1.7412 -4.8793 3.1660
H 1.8395 -4.9681 0.6271
H 3.3605 -6.7734 0.4527
H 2.6898 -6.9032 2.0703
H 3.9999 -6.6640 3.8518
H 4.8663 -5.1130 3.5892
H 5.7574 -6.6332 3.6113
H 3.8900 -4.3975 -0.3833
H 4.5789 -4.0349 1.0220
*
```

Mulliken population analysis, charges in e, atoms 1 to 2: -0.225 0.193



[2]
A 11-piece molecular cluster, C21H56Cl6O15 overall in a non-equilibrium geometry. Source: the OMol25 dataset; level of theory: ωB97M-V/def2-TZVPD.

Values from the calculation:
Structure (SMILES): C1CCOC1.ClCCl.ClCCl.ClCCl.OCCO.OCCO.OCCO.OCCO.OCCO.OCCO.OCCO
Gap between HOMO and LUMO: 9.108 eV
Lowest unoccupied orbital energy: -0.202 eV
Energy: -4723.1850 Eh

Geometry as ORCA input:
```
! RIJCOSX wB97M-V def2-TZVPD def2/J DEFGRID3
* xyz 0 1
C 4.3952 -6.9015 0.9725
C 4.6513 -6.9562 2.5467
C 5.4948 -5.7265 2.7481
O 4.8878 -4.7363 1.8598
C 4.4515 -5.3844 0.6061
H 3.4437 -7.3821 0.7453
H 5.0867 -7.4494 0.3323
H 5.1979 -7.7972 2.9735
H 3.6913 -6.8838 3.0578
H 6.5114 -5.8610 2.3785
H 5.5778 -5.3483 3.7670
H 5.2453 -5.0952 -0.0827
H 3.4779 -4.9216 0.4447
Cl 3.8855 3.4505 -7.5787
C 3.8294 3.7422 -5.8286
Cl 2.1658 3.6901 -5.1796
H 4.4196 2.9556 -5.3585
H 4.2468 4.7218 -5.5952
Cl -3.8965 -0.5085 4.7499
C -3.5477 -1.1689 3.1925
Cl -3.2096 -2.8557 3.1804
H -4.4160 -1.0549 2.5436
H -2.7410 -0.6278 2.6980
Cl -4.4759 0.9367 -5.3948
C -4.3873 -0.8427 -5.6294
Cl -5.9668 -1.6768 -5.4720
H -3.9253 -1.0652 -6.5913
H -3.6796 -1.1596 -4.8634
O -5.9561 2.6316 0.9635
C -6.5809 3.1141 2.1752
C -5.6353 4.0949 2.9042
O -5.7227 5.4433 2.5124
H -6.0851 3.3894 0.3883
H -7.5854 3.5310 2.1021
H -6.8298 2.1520 2.6228
H -4.6439 3.6849 2.7114
H -5.7809 4.0325 3.9826
H -5.6156 5.5394 1.5633
O -2.7488 -6.9476 -0.9618
C -3.8927 -6.7498 -1.8576
C -4.5230 -5.3494 -1.5862
O -3.4250 -4.4303 -1.6568
H -2.3082 -6.0973 -0.8952
H -3.5021 -6.7324 -2.8751
H -4.6029 -7.5763 -1.8322
H -4.8521 -5.2996 -0.5483
H -5.2304 -5.0356 -2.3538
H -3.7052 -3.5229 -1.5167
O 3.9454 4.0677 1.5280
C 3.2028 5.2207 1.9092
C 2.2000 5.0426 3.0700
O 1.0585 4.4322 2.4846
H 4.4402 3.7911 2.3028
H 3.8960 6.0097 2.2009
H 2.7157 5.5548 0.9930
H 1.8906 5.8797 3.6959
H 2.7847 4.3839 3.7120
H 0.4616 4.4758 3.2352
O 3.8851 -0.6201 5.3935
C 3.1884 -0.4659 6.5743
C 4.2630 -0.8618 7.6366
O 3.9545 -0.4430 8.9931
H 3.2313 -0.4298 4.7168
H 2.9381 0.5897 6.6802
H 2.2177 -0.9563 6.6475
H 5.2992 -0.5796 7.4499
H 4.3209 -1.9446 7.7474
H 3.3806 -1.1399 9.3197
O 0.8341 -0.0019 0.6110
C 0.1299 -0.5578 -0.4808
C -0.9318 0.4188 -1.1459
O -2.2248 -0.0286 -0.9715
H 1.0251 0.9100 0.3795
H 0.8413 -0.9681 -1.1975
H -0.3764 -1.3969 -0.0038
H -0.7987 0.5316 -2.2218
H -0.7926 1.4381 -0.7856
H -2.8108 0.6927 -0.7307
O -0.9706 9.6032 -0.5118
C -0.8685 8.2064 -0.1617
C -0.6882 7.2887 -1.4429
O -1.8125 7.2393 -2.2545
H -1.7439 9.5979 -1.0807
H -0.0696 8.1255 0.5755
H -1.8307 7.9520 0.2828
H -0.7040 6.2784 -1.0340
H 0.2301 7.5690 -1.9589
H -1.6440 6.9334 -3.1487
O 0.6936 -3.9536 -7.8344
C 0.8842 -2.5721 -7.3142
C 0.9176 -2.6943 -5.7740
O 2.1633 -3.2055 -5.3422
H 1.0962 -4.1496 -8.6836
H 1.8729 -2.2637 -7.6540
H 0.1050 -1.9582 -7.7660
H 0.0775 -3.2827 -5.4052
H 0.8534 -1.6718 -5.4020
H 2.0805 -4.0524 -4.8977
*
```

Mulliken population analysis, charges in e, atoms 1 to 2: -0.555 -0.479



[3]
A 9-piece molecular cluster, C21H56N9O13 overall in a non-equilibrium geometry. Source: the OMol25 dataset; level of theory: ωB97M-V/def2-TZVPD.

Values from the calculation:
Gap between HOMO and LUMO (spin up / spin down): 9.228 / 5.109 eV
Lowest unoccupied orbital energy (spin up / spin down): -14.563 / -18.679 eV
Energy: -2301.6365 Eh

Geometry as ORCA input:
```
! RIJCOSX wB97M-V def2-TZVPD def2/J DEFGRID3
* xyz 6 2
C -21.8754 13.0610 -13.7311
C -22.7191 11.8617 -13.6298
O -22.7089 11.0974 -14.5904
N -23.6025 11.6331 -12.3871
H -23.2618 12.0276 -11.5219
H -24.4264 12.2171 -12.4040
C -24.0426 10.1760 -12.1582
H -21.6585 13.3123 -12.6929
H -22.4269 13.8792 -14.1943
H -21.0183 12.8737 -14.3780
H -24.3859 9.7103 -13.0820
H -24.7620 10.0874 -11.3441
H -23.0503 9.7412 -12.0383
C -23.5746 11.9168 -21.0999
C -22.1324 12.1740 -20.5538
O -21.4665 11.2329 -20.1222
N -21.4572 13.5596 -20.7653
H -20.5806 13.4794 -21.2605
H -22.0619 14.0757 -21.3883
C -21.4452 14.2954 -19.4688
H -23.6277 12.1440 -22.1646
H -24.2501 12.5777 -20.5567
H -23.7412 10.8547 -20.9205
H -20.5259 14.0114 -18.9566
H -22.2215 14.0288 -18.7516
H -21.4491 15.3058 -19.8777
C -15.6366 12.6062 -18.7025
C -16.4559 11.7294 -17.7682
O -16.2755 11.7415 -16.5649
N -17.6102 10.8469 -18.3316
H -17.7421 11.1237 -19.2940
H -17.4607 9.8482 -18.3106
C -18.9017 11.3975 -17.7078
H -16.1962 13.2454 -19.3854
H -15.0427 11.9460 -19.3345
H -15.0029 13.2035 -18.0470
H -19.1327 11.0169 -16.7129
H -19.7888 11.0768 -18.2540
H -18.7780 12.4622 -17.9060
C -18.0855 17.0122 -19.8895
C -16.6086 16.7076 -19.6699
O -15.9808 16.3231 -18.6796
N -15.9071 16.5553 -21.0013
H -16.0919 15.6267 -21.3528
H -16.2971 17.1707 -21.7008
C -14.3274 16.7183 -20.9001
H -18.6281 16.3537 -20.5678
H -18.0692 18.0030 -20.3434
H -18.5834 17.0232 -18.9200
H -13.8322 16.2579 -21.7550
H -13.7840 16.1956 -20.1129
H -14.0864 17.7777 -20.9879
C -15.9779 12.7952 -10.0026
C -17.1693 12.3966 -10.8163
O -17.8387 11.4118 -10.4622
N -17.6439 13.3226 -11.9102
H -18.6506 13.2423 -11.9007
H -17.4172 14.2764 -11.6676
C -17.0706 12.8262 -13.2252
H -16.1679 13.6070 -9.3005
H -15.1834 13.0649 -10.6984
H -15.5860 12.0432 -9.3178
H -17.6623 13.3971 -13.9407
H -17.4270 11.8018 -13.3330
H -16.0364 13.1542 -13.3294
C -22.6548 18.3424 -18.3376
C -22.7439 17.2784 -17.2623
O -23.6858 16.4456 -17.2162
N -21.7110 17.3302 -16.0782
H -21.1844 16.4764 -16.1956
H -21.0876 18.1166 -16.1922
C -22.4530 17.4503 -14.7080
H -23.4265 17.9078 -18.9730
H -21.6702 18.3900 -18.8026
H -22.9036 19.2867 -17.8535
H -21.9292 18.0328 -13.9501
H -22.4531 16.4080 -14.3892
H -23.4890 17.7467 -14.8719
C -16.2219 16.2161 -15.6566
C -16.8938 17.5224 -16.0238
O -16.3496 18.3462 -16.7523
N -18.0782 18.0375 -15.2428
H -18.7227 18.6561 -15.7142
H -18.6907 17.2422 -15.1315
C -17.7220 18.6886 -13.8815
H -15.1395 16.3411 -15.6866
H -16.4624 15.4098 -16.3495
H -16.7255 15.9108 -14.7394
H -17.3501 19.6810 -14.1362
H -16.9492 18.1049 -13.3813
H -18.5807 18.6319 -13.2125
N -19.5282 16.3018 -12.4670
O -18.4948 16.1782 -11.8974
O -19.6478 16.0744 -13.6527
O -20.4226 16.6184 -11.7438
N -19.6776 14.6616 -16.2533
O -18.9358 13.9183 -15.7614
O -20.8705 14.4386 -16.3927
O -19.3569 15.7692 -16.7140
*
```

Mulliken population analysis, charges in e, atoms 1 to 2: 0.080 0.082



[4]
A 7-piece molecular cluster, C21H57N4O11 overall in a non-equilibrium geometry. Source: the OMol25 dataset; level of theory: ωB97M-V/def2-TZVPD.

Values from the calculation:
Gap between HOMO and LUMO: 8.184 eV
Lowest unoccupied orbital energy: 2.638 eV
Energy: -1880.7538 Eh

Geometry as ORCA input:
```
! RIJCOSX wB97M-V def2-TZVPD def2/J DEFGRID3
* xyz -1 1
C -0.6186 -0.5811 -0.2062
O 0.3404 -0.2181 -0.9012
O -1.4056 -1.4941 -0.7612
O -0.7146 -0.1091 0.9298
H -1.3066 -1.7301 -1.6872
C 3.5014 0.2389 -2.0162
C 3.7144 -0.2481 -0.5822
O 2.7924 0.2269 0.4338
O 2.5244 -0.3751 -2.4832
H 4.2464 -0.1791 -2.6662
H 3.5254 1.3569 -2.2672
H 4.6314 0.2039 -0.1972
H 3.7754 -1.3871 -0.5152
H 1.9624 -0.0391 0.1298
H 1.7834 -0.2091 -1.8092
C -2.6666 -2.2041 3.3908
C -1.3386 -2.6601 2.8948
O -0.3396 -1.6901 2.9098
O -2.9556 -1.2251 2.7438
H -2.5646 -1.8811 4.4758
H -3.3396 -2.9491 3.1008
H -1.5176 -3.0251 1.8568
H -0.9936 -3.4761 3.5218
H -0.5406 -1.1671 2.1038
H -2.1146 -0.9311 2.4128
C 3.4514 -4.5531 1.6868
C 2.7664 -3.2081 1.8948
C 1.6384 -2.9641 0.8628
O 2.2684 -3.3391 -0.3802
C 1.3874 -3.2231 -1.4822
N 2.0104 -3.1941 3.1608
H 4.1684 -4.4991 0.8728
H 2.6624 -5.3521 1.4148
H 4.0554 -4.8671 2.5148
H 3.4834 -2.3561 1.8978
H 1.3584 -1.9751 0.8138
H 0.6594 -3.5051 1.1188
H 0.5604 -3.7601 -1.3002
H 1.9294 -3.6711 -2.3132
H 1.3114 -2.1621 -1.7872
H 1.4064 -3.9891 3.1438
H 1.3764 -2.4881 3.0128
C -1.9196 -0.9371 -5.8002
C -1.7866 -0.5311 -4.2542
C -3.0366 -0.8391 -3.3412
O -4.2136 -0.2061 -3.7412
C -4.4896 1.1249 -3.2852
N -0.6316 -1.0861 -3.7102
H -2.8636 -0.8401 -6.1642
H -1.6356 -2.0091 -5.9132
H -1.3016 -0.3301 -6.4082
H -1.5576 0.5299 -4.3652
H -2.8726 -0.4041 -2.3082
H -3.2966 -1.8501 -3.3722
H -4.8286 1.1029 -2.2052
H -5.1986 1.6099 -3.9352
H -3.6276 1.7229 -3.4532
H -0.3086 -0.4741 -2.9632
H -0.7436 -1.9891 -3.5302
C 0.9714 3.2279 -3.2302
C 0.1484 3.2979 -1.9912
C -1.3096 2.8459 -2.2292
O -2.0426 3.4269 -1.1412
C -2.8556 2.4159 -0.6082
N 0.6834 2.5199 -0.9572
H 0.8624 2.2749 -3.5892
H 2.0344 3.4519 -3.1382
H 0.6384 3.8089 -4.1422
H 0.1654 4.3449 -1.6762
H -1.2856 1.7139 -2.2612
H -1.6736 3.2849 -3.1302
H -3.7786 2.8629 -0.1882
H -2.3876 1.7339 0.0698
H -3.1906 1.6219 -1.2692
H 0.4234 1.5229 -1.0292
H 0.4124 2.7949 -0.0382
C 1.5384 1.2909 2.8988
C 0.3034 2.1189 3.2338
C 0.4944 3.2309 4.2598
O 0.9234 2.6119 5.4498
C 0.6344 3.3789 6.5638
N -0.3346 2.4309 1.9888
H 1.5204 0.3309 2.3178
H 2.0084 1.1129 3.9058
H 2.2764 1.9449 2.4778
H -0.3306 1.4799 3.7468
H -0.4326 3.7719 4.3798
H 1.1724 4.0029 3.8668
H 0.8644 3.0329 7.5888
H -0.4346 3.6469 6.6028
H 1.1224 4.3479 6.5058
H -0.4286 1.5189 1.4688
H -1.2766 2.8599 2.1038
*
```

Mulliken population analysis, charges in e, atoms 1 to 2: 0.632 1.691



[5]
C21H58AsF6O18S8 as an isolated structure in a non-equilibrium geometry. Source: the OMol25 dataset; level of theory: ωB97M-V/def2-TZVPD.

Values from the calculation:
Gap between HOMO and LUMO: 8.968 eV
Lowest unoccupied orbital energy: 1.977 eV
Energy: -8209.8074 Eh

Geometry as ORCA input:
```
! RIJCOSX wB97M-V def2-TZVPD def2/J DEFGRID3
* xyz -1 1
As 0.2613 0.2591 -0.0171
F 0.8122 -0.2538 -1.5645
F -0.7339 -1.1449 0.1325
F -0.1368 0.8108 1.5715
F 1.2179 1.6948 -0.0555
F -1.1014 1.0357 -0.6918
F 1.5631 -0.6769 0.6460
O -5.9822 -2.2522 1.4008
S -4.7119 -1.6942 1.0670
O -4.5674 -0.6010 0.1615
O -4.0949 -1.2754 2.4801
C -2.9104 -0.4632 2.4401
C -2.6728 0.0513 3.8504
C -3.5888 -2.9574 0.6001
H -3.0837 0.4334 1.8406
H -2.0419 -0.9415 1.9949
H -1.6678 0.3660 4.0956
H -2.8806 -0.7699 4.5547
H -3.4700 0.7527 4.0970
H -3.6409 -3.7719 1.3149
H -2.5991 -2.5135 0.5301
H -3.9151 -3.3013 -0.3813
O -0.5884 6.5313 4.1080
S 0.0657 5.5186 3.3646
O -0.0197 4.1298 3.7042
O -0.4385 5.7762 1.8790
C -0.2861 4.7500 0.8660
C -0.8310 5.2884 -0.4417
C 1.7787 5.9225 3.1158
H -0.7547 3.8401 1.2322
H 0.7750 4.5565 0.6695
H -0.9314 4.4401 -1.1184
H -0.2231 6.0911 -0.8535
H -1.8188 5.7282 -0.2794
H 2.3099 6.1027 4.0392
H 1.6921 6.7292 2.3903
H 2.1959 5.0873 2.5553
O 3.1772 -6.2747 -0.6471
S 2.7241 -5.5030 0.4485
O 2.5650 -6.1253 1.7250
O 3.6787 -4.2647 0.6300
C 4.8617 -4.5512 1.4065
C 4.9041 -3.5297 2.5123
C 1.2367 -4.6488 0.0884
H 5.7028 -4.4151 0.7249
H 4.9111 -5.5899 1.7237
H 4.7395 -2.4993 2.2246
H 5.9516 -3.5843 2.8702
H 4.4309 -3.8335 3.4452
H 0.8418 -4.9968 -0.8548
H 1.4797 -3.5897 -0.0059
H 0.4905 -4.8315 0.8549
O -2.6832 1.6951 -5.7265
S -3.9123 1.4084 -5.0866
O -5.1251 2.1107 -5.3253
O -4.1703 -0.1301 -5.3368
C -5.3698 -0.7603 -4.9115
C -6.6694 -0.3825 -5.5794
C -3.6788 1.4499 -3.3190
H -5.4948 -0.7259 -3.8180
H -5.1870 -1.8336 -5.0071
H -6.9067 0.6741 -5.5201
H -7.4439 -1.0031 -5.1304
H -6.6262 -0.5968 -6.6517
H -3.5151 2.4928 -3.0749
H -2.8503 0.7772 -3.0910
H -4.5259 0.9775 -2.8294
O 4.1135 1.1007 4.6662
S 3.9110 2.0644 3.6243
O 4.0083 3.4691 3.8299
O 4.8811 1.6816 2.4182
C 5.0507 0.2718 2.1634
C 6.3683 -0.2134 2.7098
C 2.3489 1.7185 2.8287
H 4.9330 0.0780 1.0947
H 4.2129 -0.2959 2.5750
H 6.3256 -1.2876 2.9391
H 6.6093 0.2337 3.6710
H 7.2085 -0.1775 2.0157
H 1.4846 2.1167 3.3509
H 2.3279 0.6653 2.5845
H 2.4911 2.3492 1.9513
C -0.8805 -1.1982 -4.8572
S -2.2713 -2.2817 -4.4992
O -2.5821 -2.9089 -5.8190
C -1.4711 -3.5414 -3.4919
H -1.2582 -0.1829 -4.9358
H -0.3504 -1.4881 -5.7572
H -0.2757 -1.2436 -3.9466
H -0.6280 -3.8692 -4.1034
H -2.1672 -4.3454 -3.2860
H -1.1275 -2.9962 -2.6127
C 1.7130 -2.6877 3.4508
S 0.0063 -2.3960 3.8829
O -0.3733 -3.6709 4.5217
C 0.3260 -1.1612 5.1420
H 2.2376 -1.7819 3.1423
H 1.7772 -3.4726 2.6999
H 2.2778 -3.0702 4.3063
H 1.0348 -1.5096 5.8877
H -0.6177 -0.8611 5.5956
H 0.6281 -0.2430 4.6278
C -0.4338 3.6275 -4.7672
S 0.6632 2.2780 -5.2127
O 1.5706 2.7817 -6.2768
C 1.6581 2.3565 -3.7187
H -1.1804 3.3010 -4.0485
H -0.9229 4.0202 -5.6574
H 0.1815 4.4573 -4.4085
H 1.0785 2.2471 -2.8029
H 2.1944 3.3066 -3.7100
H 2.4012 1.5652 -3.8051
*
```

Mulliken population analysis, charges in e, atoms 1 to 2: 2.168 -0.509